# C36H99N9O9

A 9-piece molecular cluster, C36H99N9O9 overall (the ωB97M-V functional and the def2-TZVPD basis, the Open Molecules 2025 dataset).

```
153
C36H99N9O9 the ωB97M-V functional and the def2-TZVPD basis
C 1.717 0.832 0.075
O 0.997 -0.379 0.024
C -0.398 -0.160 -0.218
C -1.144 -1.450 -0.150
C -0.646 -2.621 -1.000
N -2.559 -1.198 -0.536
H 1.211 1.585 0.680
H 1.915 1.199 -0.932
H 2.730 0.692 0.450
H -0.892 0.528 0.469
H -0.617 0.254 -1.203
H -1.121 -1.750 0.897
H -0.970 -2.370 -2.010
H -1.043 -3.604 -0.745
H 0.439 -2.688 -1.070
H -2.796 -0.275 -0.201
H -3.133 -1.788 0.049
C 5.086 -7.748 0.840
O 5.319 -6.346 1.005
C 4.531 -5.457 0.190
C 5.303 -4.039 0.106
C 5.549 -3.247 1.389
N 4.555 -3.134 -0.748
H 5.214 -8.113 -0.179
H 4.061 -8.003 1.106
H 5.779 -8.321 1.455
H 4.409 -5.726 -0.859
H 3.539 -5.296 0.611
H 6.303 -4.176 -0.306
H 5.948 -3.829 2.219
H 4.607 -2.869 1.786
H 6.158 -2.377 1.142
H 5.142 -2.312 -0.742
H 3.732 -2.759 -0.298
C 6.366 4.030 5.222
O 7.522 4.724 4.687
C 8.044 5.748 5.585
C 7.044 6.922 5.922
C 6.595 7.626 4.654
N 7.711 7.964 6.672
H 5.404 4.526 5.097
H 6.481 3.881 6.296
H 6.301 3.014 4.834
H 8.435 5.177 6.428
H 8.852 6.187 5.000
H 6.171 6.514 6.432
H 7.380 8.098 4.064
H 5.837 8.401 4.771
H 6.098 6.919 3.989
H 8.286 7.669 7.447
H 7.104 8.705 6.994
C -6.712 -3.802 2.523
O -6.831 -3.509 1.084
C -8.041 -4.042 0.678
C -8.449 -3.507 -0.718
C -9.693 -4.271 -1.149
N -7.327 -3.738 -1.676
H -7.624 -3.691 3.111
H -6.023 -3.080 2.961
H -6.380 -4.818 2.737
H -7.891 -5.121 0.647
H -8.822 -3.812 1.403
H -8.575 -2.442 -0.520
H -9.499 -5.341 -1.075
H -10.010 -4.018 -2.161
H -10.444 -4.020 -0.400
H -7.307 -3.053 -2.417
H -6.460 -3.570 -1.185
C -6.177 1.836 1.044
O -5.313 2.446 0.078
C -5.832 2.715 -1.222
C -4.696 3.395 -2.024
C -4.288 4.781 -1.619
N -5.057 3.317 -3.439
H -6.773 1.068 0.552
H -6.944 2.520 1.407
H -5.642 1.333 1.850
H -6.275 1.817 -1.654
H -6.639 3.444 -1.150
H -3.771 2.828 -1.925
H -3.867 4.816 -0.614
H -5.216 5.342 -1.506
H -3.634 5.330 -2.296
H -4.227 3.423 -4.005
H -5.568 4.159 -3.665
C 1.247 7.066 0.625
O 1.340 7.120 2.034
C 0.201 7.563 2.751
C 0.459 7.152 4.269
C 0.551 5.666 4.450
N -0.563 7.659 5.174
H 2.157 6.569 0.289
H 1.116 8.100 0.306
H 0.352 6.563 0.259
H 0.003 8.634 2.726
H -0.635 7.006 2.329
H 1.363 7.686 4.561
H 1.328 5.349 3.754
H -0.394 5.212 4.153
H 0.804 5.127 5.362
H -1.510 7.346 5.016
H -0.229 7.267 6.043
C -1.527 -8.011 1.812
O -2.808 -8.570 1.448
C -3.526 -8.080 0.289
C -4.813 -8.824 0.064
C -4.658 -10.286 -0.023
N -5.548 -8.280 -1.069
H -0.747 -8.092 1.054
H -1.058 -8.574 2.619
H -1.507 -6.953 2.076
H -3.639 -6.997 0.344
H -2.836 -8.181 -0.549
H -5.456 -8.690 0.934
H -5.627 -10.783 0.014
H -4.028 -10.627 0.799
H -4.169 -10.629 -0.935
H -5.696 -7.281 -1.050
H -6.471 -8.662 -1.217
C 7.657 1.806 -2.626
O 7.267 1.871 -1.271
C 7.889 2.889 -0.445
C 9.431 2.818 -0.351
C 9.957 1.510 0.086
N 9.858 3.835 0.572
H 8.725 1.781 -2.838
H 7.092 2.587 -3.133
H 7.152 0.982 -3.131
H 7.574 3.890 -0.740
H 7.451 2.864 0.552
H 9.907 2.928 -1.325
H 11.037 1.411 -0.020
H 9.581 0.744 -0.592
H 9.612 1.334 1.105
H 9.353 3.720 1.439
H 9.458 4.662 0.153
C -3.481 1.097 -9.756
O -3.236 0.048 -8.894
C -4.255 -0.250 -7.929
C -3.727 -0.949 -6.627
C -3.538 -2.477 -6.858
N -4.613 -0.751 -5.525
H -2.502 1.180 -10.230
H -3.749 2.022 -9.245
H -4.188 0.804 -10.532
H -4.704 0.728 -7.754
H -5.068 -0.767 -8.440
H -2.737 -0.514 -6.491
H -3.293 -2.911 -5.889
H -2.715 -2.719 -7.530
H -4.447 -2.895 -7.290
H -4.144 -0.992 -4.664
H -4.631 0.259 -5.537
```

SMILES: COC[C@H](C)N.COC[C@H](C)N.COC[C@H](C)N.COC[C@H](C)N.COC[C@H](C)N.COC[C@H](C)N.COC[C@H](C)N.COC[C@H](C)N.COC[C@H](C)N
Total charge: 0
HOMO-LUMO gap in eV: 9.12
M in u: 802.24
F_max in eV Å⁻¹: 3.3
Energy above the lowest of the compared OMol25 structures with the same formula, charge and spin in eV: 5.3517
HOMO energy in eV: -8.94